Computed, not measured: the molecule C19H17N3O6, with the ωB97M-V functional and the def2-TZVPD basis.

Last column: natural (NBO) charge in e.
Positions of all 45 atoms, in Å:
1 O 1.29353 1.24989 -0.25969  -0.563
2 O 6.46192 -1.53247 0.69106  -0.495
3 O 7.61419 0.90443 -0.23845  -0.475
4 O -6.63800 -1.81232 -0.09213  -0.486
5 O -4.68771 2.62334 0.28749  -0.488
6 O -0.78317 -0.45034 -0.14289  -0.386
7 N 1.51700 -1.01152 -0.26215  -0.628
8 N -0.24800 -2.57200 -0.35027  -0.337
9 N -1.58997 -2.48715 -0.29808  -0.270
10 C 5.44050 1.69238 -0.75271  -0.238
11 C 6.26685 0.68980 -0.25545  0.227
12 C -5.75785 0.44667 0.10468  -0.365
13 C 4.31811 -0.64998 0.23141  -0.248
14 C 8.32442 -0.00697 0.57329  -0.098
15 C -4.33177 -1.48481 -0.12788  -0.252
16 C -5.60386 -0.93127 -0.03581  0.320
17 C -7.95545 -1.32676 -0.00944  -0.253
18 C 4.07265 1.53225 -0.74745  -0.160
19 C -3.21874 -0.65313 -0.08069  -0.072
20 C 3.49581 0.36198 -0.25226  -0.166
21 C 5.69660 -0.49713 0.22373  0.284
22 C -5.94061 3.25345 0.39166  -0.253
23 C 7.82290 -1.42920 0.33239  -0.099
24 C -4.63680 1.27152 0.15164  0.328
25 C -1.89940 -1.23319 -0.17654  0.440
26 C 0.19641 -1.35282 -0.25701  0.615
27 C 2.01411 0.28200 -0.25230  0.678
28 C -3.36186 0.72231 0.05776  -0.266
29 H 9.37676 0.09497 0.30541  0.205
30 H -8.59592 -2.20449 -0.07938  0.203
31 H 3.92992 -1.56349 0.65479  0.221
32 H 5.90043 2.59334 -1.12515  0.231
33 H -6.49201 2.91296 1.27443  0.175
34 H -5.72649 4.31627 0.49221  0.203
35 H 2.14135 -1.79949 -0.34992  0.428
36 H -6.74375 0.87412 0.17682  0.218
37 H -2.50245 1.37105 0.09338  0.240
38 H 7.94948 -1.68308 -0.72894  0.181
39 H -8.18810 -0.64589 -0.83500  0.175
40 H 8.18547 0.25209 1.63152  0.183
41 H 3.42457 2.31058 -1.11782  0.239
42 H -6.54959 3.09285 -0.50420  0.175
43 H -4.21082 -2.54860 -0.23543  0.245
44 H -8.14138 -0.82183 0.94437  0.175
45 H 8.36075 -2.15030 0.94897  0.206

Results
Kohn-Sham gap = 8.652 eV
energy above the lowest of the compared OMol25 structures with the same formula, charge and spin = 0.0 kcal per mole